Density functional theory data (ωB97M-V/def2-TZVPD) for a molecular structure, C39H35BN5O2Os.

- Max |F|: 0.7 eV Å⁻¹
- E_HOMO (spin up / spin down): -11.33 / -11.33 eV
- ΔE to the lowest compared entry with this formula, charge and spin: 4.9 kcal per mole
- Net charge: +1
- Frontier orbital gap (spin up / spin down): 7.30 / 7.30 eV

```
83
Properties=species:S:1:pos:R:3:lowdin_charge:R:1
H -1.140 3.449 -3.075 0.076
C -2.672 -0.399 1.970 -0.062
C 3.738 1.328 0.438 -0.157
C 1.203 4.945 0.158 -0.057
H 0.905 -1.360 -2.296 0.115
H -2.921 4.558 1.438 0.116
N -0.270 0.366 -2.089 -0.132
C -1.432 -0.117 2.763 -0.248
Os -0.337 0.434 -0.043 1.649
C 0.372 -0.567 -2.795 -0.121
C 2.164 0.500 2.133 -0.051
H 0.612 -0.878 -4.977 0.105
C 6.409 1.110 -0.327 -0.075
N -0.302 0.235 2.113 0.031
N -1.216 2.147 0.030 -0.138
H -3.067 0.508 1.504 0.125
C 1.689 3.381 2.393 -0.036
C 0.835 0.375 2.823 -0.232
C 5.985 2.195 0.424 -0.063
H -2.804 2.345 -3.027 0.076
C -1.761 -4.559 2.984 -0.056
H -3.472 -3.397 2.434 0.129
H -3.112 4.333 -1.304 0.145
O 1.484 0.843 -0.153 -0.292
H -7.051 -1.377 0.037 0.108
H -5.067 -0.567 1.206 0.106
C -4.738 -3.369 -1.419 -0.058
H -0.334 -0.125 5.959 0.125
N -1.821 2.737 -1.044 -0.017
H 1.769 0.422 4.738 0.128
C -2.451 3.835 0.796 0.001
C 1.058 5.492 1.429 -0.074
C -1.609 2.827 1.152 -0.107
H 0.106 -5.558 3.343 0.109
H -3.423 -0.767 2.667 0.128
H 1.718 3.206 -0.981 0.130
C -2.557 3.732 -0.601 -0.037
H 6.689 2.965 0.711 0.109
H -1.220 2.555 2.117 0.117
H 2.457 -0.504 1.804 0.145
H -2.334 -5.231 3.609 0.111
C -0.322 -2.853 1.352 -0.040
H 1.889 2.794 3.280 0.110
C 0.839 0.278 4.208 0.001
C 4.655 2.305 0.804 -0.014
H -0.916 1.401 -5.037 0.136
C 1.307 4.710 2.544 -0.065
C -4.954 -1.360 0.480 -0.027
H 7.447 1.025 -0.621 0.108
H 1.214 5.132 3.536 0.109
C -1.685 -2.647 1.510 -0.168
H 3.456 -0.509 -0.636 0.110
H 4.337 3.163 1.383 0.119
O -1.658 -0.879 -0.162 -0.265
C 5.495 0.136 -0.703 -0.065
C -2.401 -3.522 2.325 -0.015
H 2.908 0.798 2.872 0.137
C 1.593 3.626 0.010 -0.028
H 0.763 6.526 1.545 0.109
H 0.264 -2.223 0.690 0.088
N -0.832 1.224 -2.951 -0.053
H 1.385 -4.046 1.860 0.108
C 4.167 0.245 -0.322 -0.026
C 0.324 -3.895 2.006 -0.062
C -0.394 -4.746 2.831 -0.072
C -3.713 -1.919 0.212 -0.165
C 1.829 2.825 1.128 -0.191
C -3.614 -2.922 -0.751 -0.016
C -5.982 -2.818 -1.133 -0.073
C 2.288 1.392 0.905 -0.427
H -2.644 -3.351 -0.974 0.127
C -0.550 0.833 -4.199 -0.060
H 1.024 5.554 -0.718 0.113
B -1.685 2.481 -2.614 -0.351
C 0.219 -0.314 -4.151 -0.031
C -6.087 -1.814 -0.187 -0.067
H -2.390 -0.563 4.612 0.128
H 5.817 -0.709 -1.298 0.108
C -2.425 -1.464 0.889 -0.424
C -0.324 -0.031 4.882 -0.005
H -6.864 -3.174 -1.649 0.108
C -1.468 -0.258 4.139 0.015
H -4.648 -4.151 -2.162 0.110
```